This record from OMol25 describes a 2-piece molecular cluster, C6H10IN3P overall in a non-equilibrium geometry. The level of theory is the ωB97M-V functional and the def2-TZVPD basis.

Structure (XYZ):
```
21
Properties=species:S:1:pos:R:3:forces:R:3
C -0.56243 2.50658 1.51794 0.432 -0.430 0.175
C 0.20987 -1.03346 -1.49003 -0.951 2.485 -0.859
C -1.02711 2.15537 0.19604 -1.254 -1.191 0.407
C -0.52843 0.07728 -1.17764 -1.416 1.089 -0.543
C 0.17654 0.56014 1.18762 -1.435 0.722 -2.940
C 2.04991 -1.94345 -0.05494 -0.630 -2.203 0.993
N 0.11626 1.57644 2.09586 -0.108 0.247 0.198
N 1.05730 -1.58619 -0.69154 -0.244 0.039 -1.243
N -0.45291 0.85231 -0.00754 1.484 -1.688 2.557
P 3.69275 -1.33703 0.25080 0.280 1.742 0.265
I -4.75427 -0.93941 -0.64992 0.105 0.062 -0.100
H -0.85994 3.43543 1.90758 0.016 0.999 1.051
H 0.02277 -1.23663 -2.56668 0.684 -1.039 0.941
H -2.12876 2.13840 0.29537 0.126 -0.351 -0.322
H -0.79904 2.84484 -0.54346 0.566 1.289 -1.610
H -1.28874 0.44967 -1.90076 0.884 -0.355 0.714
H 0.62315 -0.38788 1.34699 0.296 -0.386 0.268
H 1.77352 -2.82060 0.54642 0.648 -0.120 0.435
H -5.66584 -1.63139 0.46668 -0.049 -0.034 0.103
H 4.04138 -1.13620 -1.06731 0.207 0.355 -0.695
H 4.30400 -2.54422 0.33854 0.359 -1.233 0.205
```
Forces are in eV/Å.

Results
- M: 282.0 g/mol
- Energy relative to the best compared isomer or geometry (same formula, charge and spin): 40.37 kcal per mole
- Total energy: -28233.4882 eV
- Highest occupied orbital energy (alpha / beta): -11.68 / -11.68 eV
- Total charge: +1
- E_LUMO (alpha / beta): -4.73 / -4.73 eV